The following is a quantum chemistry calculation of the molecule C21H20FN3O4S, from the Open Molecules 2025 dataset.

Atoms and positions in Å:
C1 0.62327 -2.53998 -4.60767
C2 1.21362 -3.74701 -3.88424
O1 1.86962 -3.38579 -2.68420
C3 1.13543 -2.99339 -1.60982
C4 1.85332 -2.39525 -0.57210
C5 1.22152 -1.93483 0.56187
C6 -0.15871 -2.06265 0.68396
N1 -0.88772 -1.50444 1.74856
C7 -0.45641 -0.57289 2.63123
O2 0.69896 -0.32396 2.89089
C8 -1.59106 0.20553 3.28921
S1 -2.73122 0.88948 2.02327
C9 -1.59519 1.06001 0.65660
N2 -1.89070 0.36508 -0.38831
C10 -1.01912 0.35786 -1.42733
O3 -1.39898 -0.36728 -2.49015
C11 0.18283 1.00477 -1.39042
C12 1.17718 0.91174 -2.50221
C13 0.50279 1.82463 -0.25256
O4 1.49252 2.50781 -0.11775
N3 -0.49950 1.82998 0.77167
C14 -0.31488 2.72359 1.86419
C15 -1.29020 3.67935 2.12513
C16 -1.12360 4.56152 3.17539
C17 0.03028 4.48046 3.93545
F1 0.19350 5.33877 4.96091
C18 1.01786 3.54776 3.67399
C19 0.84416 2.66169 2.62682
C20 -0.87259 -2.69770 -0.32419
C21 -0.23877 -3.15814 -1.46275
H1 0.12299 -2.86436 -5.51591
H2 -0.08990 -2.01719 -3.97439
H3 1.41687 -1.84553 -4.87159
H4 1.99928 -4.20285 -4.49283
H5 0.44508 -4.50654 -3.69493
H6 2.92055 -2.28965 -0.68375
H7 1.78967 -1.45754 1.34190
H8 -1.89132 -1.60660 1.65258
H9 -2.21150 -0.43690 3.91382
H10 -1.17545 1.01370 3.89079
H11 -2.27427 -0.73343 -2.29926
H12 1.70955 -0.03724 -2.44483
H13 1.89512 1.72183 -2.40773
H14 0.67373 0.96284 -3.46486
H15 -2.17459 3.73232 1.50801
H16 -1.86771 5.30831 3.40073
H17 1.90639 3.51896 4.28340
H18 1.59208 1.91741 2.41112
H19 -1.94352 -2.81293 -0.22845
H20 -0.83124 -3.63137 -2.22925

Values from the calculation:
Structure (SMILES): CCOc1ccc(NC(=O)CSc2nc(O)c(C)c(=O)n2-c2ccc(F)cc2)cc1
Energy relative to the best compared isomer or geometry (same formula, charge and spin) (kcal/mol): 0.0
HOMO level (eV): -8.06
DFT total energy (Eh): -1775.57072